(1)
Here is a structure of composition CH4N4 at a distorted geometry from the OMol25 dataset. Energies are from ωB97M-V/def2-TZVPD.

As for the gap between HOMO and LUMO: 8.91 eV. Its lowest unoccupied orbital energy is 0.92 eV. The calculation puts the energy relative to the best compared isomer or geometry (same formula, charge and spin) at 175.6 kcal per mole. The calculation puts the calculated total energy at -7055.370 eV. For the HOMO energy, the calculation gives -7.989 eV. As for the max |F|: 8.85 eV Å⁻¹.

ORCA input file:
```
! wB97M-V def2-TZVPD RIJCOSX def2/J DEFGRID3
* xyz 0 1
C -0.653 -0.617 -0.321
N -1.504 0.459 0.035
N -0.479 1.177 0.598
N 0.265 0.158 0.264
N 1.647 -0.056 0.243
H -1.021 -1.584 -0.263
H -2.111 0.516 -0.608
H 1.935 0.866 0.342
H 1.922 -0.918 -0.289
*
```

Atomic partial charges in e from the Mulliken method, atoms 1 to 5:
1. C -0.257
2. N -0.061
3. N -0.788
4. N 0.694
5. N -0.575


(2)
Here is a cluster of 2 separate species, CH4N4 in total at a distorted geometry from the OMol25 dataset. Energies are from ωB97M-V/def2-TZVPD.

As for the gap between HOMO and LUMO: 10.16 eV. Its lowest unoccupied orbital energy is 1.00 eV. The calculation puts the energy relative to the best compared isomer or geometry (same formula, charge and spin) at 99.7 kcal per mole. The calculation puts the calculated total energy at -7058.663 eV. For the HOMO energy, the calculation gives -9.161 eV. As for the structure (SMILES): [H]/N=N\N.C#N. As for the max |F|: 4.30 eV Å⁻¹.

ORCA input file:
```
! wB97M-V def2-TZVPD RIJCOSX def2/J DEFGRID3
* xyz 0 1
C 2.370 0.657 0.052
N 2.525 -0.460 0.189
N 0.145 -0.888 0.160
N -0.638 0.013 0.426
N -1.921 0.116 0.171
H 2.143 1.659 -0.094
H -0.332 -1.614 -0.353
H -2.112 1.111 -0.028
H -2.180 -0.594 -0.524
*
```

Atomic partial charges in e from the Mulliken method, atoms 1 to 5:
1. C 0.088
2. N -0.347
3. N -0.272
4. N 0.083
5. N -0.447


(3)
Here is a cluster of 2 separate species, CH4N4O in total at a distorted geometry from the OMol25 dataset. Energies are from ωB97M-V/def2-TZVPD.

As for the gap between HOMO and LUMO: 7.40 eV. Its lowest unoccupied orbital energy is 0.16 eV. The calculation puts the energy relative to the best compared isomer or geometry (same formula, charge and spin) at 95.6 kcal per mole. The calculation puts the calculated total energy at -9104.044 eV. For the HOMO energy, the calculation gives -7.245 eV. As for the max |F|: 3.96 eV Å⁻¹.

ORCA input file:
```
! wB97M-V def2-TZVPD RIJCOSX def2/J DEFGRID3
* xyz 0 1
C -0.828 0.117 0.053
N 1.956 1.188 -2.186
N -0.581 0.709 -2.325
N 1.631 0.838 -1.136
N -0.308 0.636 -1.195
O 0.180 -0.441 0.818
H -1.357 1.057 0.511
H -1.704 -0.739 -0.157
H 2.182 0.508 -0.197
H 0.780 -0.962 0.362
*
```

Atomic partial charges in e from the Mulliken method, atoms 1 to 5:
1. C -0.134
2. N -0.475
3. N -0.544
4. N 0.125
5. N 0.434


(4)
Here is an isolated molecule of CH4N4O3 at a distorted geometry from the OMol25 dataset. Energies are from ωB97M-V/def2-TZVPD.

As for the gap between HOMO and LUMO: 9.39 eV. Its lowest unoccupied orbital energy is -0.35 eV. The calculation puts the energy relative to the best compared isomer or geometry (same formula, charge and spin) at 42.2 kcal per mole. The calculation puts the calculated total energy at -13198.301 eV. For the HOMO energy, the calculation gives -9.738 eV. As for the structure (SMILES): [H]/N=N/[C@@H](N)O[N+](=O)[O-]. As for the max |F|: 5.57 eV Å⁻¹.

ORCA input file:
```
! wB97M-V def2-TZVPD RIJCOSX def2/J DEFGRID3
* xyz 0 1
C 0.584 0.084 0.182
N 0.147 -2.137 -0.313
N 1.001 -1.200 -0.209
N 1.598 1.018 0.110
N -1.925 0.474 0.022
O -1.946 0.077 1.116
O -2.815 0.767 -0.682
O -0.630 0.660 -0.469
H 0.269 0.073 1.289
H 0.530 -3.075 -0.792
H 1.408 1.875 0.577
H 1.779 1.384 -0.831
*
```

Atomic partial charges in e from the Mulliken method, atoms 1 to 5:
1. C 0.309
2. N -0.439
3. N -0.071
4. N -0.617
5. N 1.149


(5)
Here is a cluster of 2 separate species, CH4N4S in total at a distorted geometry from the OMol25 dataset. Energies are from ωB97M-V/def2-TZVPD.

As for the gap between HOMO and LUMO: 8.39 eV. Its lowest unoccupied orbital energy is -0.66 eV. The calculation puts the energy relative to the best compared isomer or geometry (same formula, charge and spin) at 87.7 kcal per mole. The calculation puts the calculated total energy at -17892.465 eV. For the HOMO energy, the calculation gives -9.052 eV. As for the max |F|: 3.21 eV Å⁻¹.

ORCA input file:
```
! wB97M-V def2-TZVPD RIJCOSX def2/J DEFGRID3
* xyz 0 1
C -2.101 -0.130 0.304
N 1.492 -1.262 0.486
N 2.021 -0.521 -0.153
N 0.267 1.140 -0.351
N 2.958 -0.052 -0.716
S -0.847 1.243 0.580
H -3.114 0.171 0.520
H -1.794 -0.792 1.056
H -1.906 -0.628 -0.559
H 3.024 0.830 -1.168
*
```

Atomic partial charges in e from the Mulliken method, atoms 1 to 5:
1. C -0.918
2. N -0.374
3. N 0.842
4. N -0.312
5. N -0.738


(6)
Here is an isolated molecule of CH4NO2PS at a distorted geometry from the OMol25 dataset. Energies are from ωB97M-V/def2-TZVPD.

As for the gap between HOMO and LUMO: 9.40 eV. Its lowest unoccupied orbital energy is 0.27 eV. The calculation puts the energy relative to the best compared isomer or geometry (same formula, charge and spin) at 5.8 kcal per mole. The calculation puts the calculated total energy at -26811.526 eV. For the HOMO energy, the calculation gives -9.135 eV. As for the structure (SMILES): N[P@@](O)(=S)C=O. As for the max |F|: 3.77 eV Å⁻¹.

ORCA input file:
```
! wB97M-V def2-TZVPD RIJCOSX def2/J DEFGRID3
* xyz 0 1
C -0.238 -1.003 1.417
N 0.485 -0.430 -1.426
O -0.051 -0.883 2.583
O 0.755 1.563 0.314
P -0.297 0.358 -0.054
S -2.204 0.552 -0.337
H -0.749 -1.912 0.908
H 0.240 -0.281 -2.364
H 1.484 -0.472 -1.292
H 0.576 2.508 0.251
*
```

Atomic partial charges in e from the Mulliken method, atoms 1 to 5:
1. C 0.055
2. N -0.527
3. O -0.375
4. O -0.516
5. P 0.642


(7)
Here is a structure of composition CH4NO2PS at a distorted geometry from the OMol25 dataset. Energies are from ωB97M-V/def2-TZVPD.

As for the gap between HOMO and LUMO: 8.41 eV. Its lowest unoccupied orbital energy is -1.03 eV. The calculation puts the energy relative to the best compared isomer or geometry (same formula, charge and spin) at 32.9 kcal per mole. The calculation puts the calculated total energy at -26810.350 eV. For the HOMO energy, the calculation gives -9.433 eV. As for the max |F|: 4.35 eV Å⁻¹.

ORCA input file:
```
! wB97M-V def2-TZVPD RIJCOSX def2/J DEFGRID3
* xyz 0 1
C -0.826 -1.557 -0.751
N 0.442 1.034 0.436
O -0.268 -2.478 -0.217
O -1.546 -0.526 1.662
P -1.443 -0.119 0.147
S -2.942 0.826 -0.562
H -1.015 -1.653 -1.818
H 0.318 1.879 -0.104
H 1.180 0.483 0.011
H -0.957 0.053 2.202
*
```

Atomic partial charges in e from the Mulliken method, atoms 1 to 5:
1. C -0.012
2. N -0.698
3. O -0.364
4. O -0.472
5. P 0.659


(8)
Here is a cluster of 2 separate species, CH4NO2S2 in total at a distorted geometry from the OMol25 dataset. Energies are from ωB97M-V/def2-TZVPD.

The expectation value of S² is 2.006. As for the gap between HOMO and LUMO (spin up / spin down): 6.00 / 5.19 eV. Its lowest unoccupied orbital energy (spin up / spin down) is 3.40 / 1.57 eV. The calculation puts the calculated total energy at -28354.373 eV. For the HOMO energy (spin up / spin down), the calculation gives -2.598 / -3.622 eV. As for the max |F|: 2.68 eV Å⁻¹.

ORCA input file:
```
! wB97M-V def2-TZVPD RIJCOSX def2/J DEFGRID3
* xyz -1 3
C -1.840 0.440 0.150
N 0.302 -1.207 0.258
O 1.548 0.418 -1.340
O 1.590 0.694 1.387
S -3.180 -0.340 0.570
S 1.658 -0.367 0.321
H -1.365 0.225 -0.770
H -1.402 1.196 0.837
H 0.485 -2.165 0.045
H 2.205 1.106 -1.458
*
```

Atomic partial charges in e from the Mulliken method, atoms 1 to 5:
1. C -0.471
2. N -0.538
3. O -0.554
4. O -0.597
5. S -0.186


(9)
Here is a structure of composition CH4NO2Si at a distorted geometry from the OMol25 dataset. Energies are from ωB97M-V/def2-TZVPD.

As for the gap between HOMO and LUMO: 8.43 eV. Its lowest unoccupied orbital energy is 4.38 eV. The calculation puts the energy relative to the best compared isomer or geometry (same formula, charge and spin) at 112.4 kcal per mole. The calculation puts the calculated total energy at -14561.652 eV. For the HOMO energy, the calculation gives -4.052 eV. As for the max |F|: 4.22 eV Å⁻¹.

ORCA input file:
```
! wB97M-V def2-TZVPD RIJCOSX def2/J DEFGRID3
* xyz -1 1
C -0.123 -0.950 -0.385
N -0.803 -0.160 -1.111
O -1.098 -0.075 -2.345
O -1.160 0.894 -0.391
Si 0.405 0.389 0.896
H 0.274 -1.835 -1.005
H -0.356 0.961 2.022
H 1.549 1.269 0.535
H 1.313 -0.492 1.784
*
```

Atomic partial charges in e from the Mulliken method, atoms 1 to 5:
1. C -0.488
2. N 0.742
3. O -0.728
4. O -0.575
5. Si 0.398


(10)
Here is a cluster of 2 separate species, CH4NO3 in total at a distorted geometry from the OMol25 dataset. Energies are from ωB97M-V/def2-TZVPD.

As for the gap between HOMO and LUMO (spin up / spin down): 6.48 / 6.48 eV. Its lowest unoccupied orbital energy (spin up / spin down) is 4.55 / 4.55 eV. The calculation puts the energy relative to the best compared isomer or geometry (same formula, charge and spin) at 186.2 kcal per mole. The calculation puts the calculated total energy at -8728.868 eV. For the HOMO energy (spin up / spin down), the calculation gives -1.928 / -1.927 eV. As for the max |F|: 3.98 eV Å⁻¹.

ORCA input file:
```
! wB97M-V def2-TZVPD RIJCOSX def2/J DEFGRID3
* xyz -1 1
C 1.250 0.256 0.118
N 0.157 -0.595 0.622
O -0.314 -1.354 -0.147
O -2.157 0.201 -0.622
O -1.494 1.004 0.276
H 0.873 1.173 0.509
H 2.087 -0.191 0.661
H 1.322 0.149 -0.936
H -1.724 -0.644 -0.483
*
```

Atomic partial charges in e from the Mulliken method, atoms 1 to 5:
1. C -0.636
2. N 0.016
3. O -0.516
4. O -0.416
5. O -0.641